No. 1
Formula: C17H48F3O11S
Source: OMol25
Level of theory: ωB97M-V with the def2-TZVPD basis set

Each line ends with the Mulliken charge.
Positions of all 80 atoms, in Å:
C (-1.5493, -0.5768, -0.0361)  0.3336
F (-1.4971, -0.2486, 1.2659)  -0.1692
F (-2.1671, -1.7486, -0.0280)  -0.2210
F (-2.2590, 0.2753, -0.7379)  -0.2314
S (0.2235, -0.5436, -0.6546)  1.1088
O (0.7675, 0.7783, -0.3703)  -0.3077
O (0.8944, -1.6097, 0.0945)  -0.6602
O (0.0203, -0.8230, -2.0601)  -0.8903
C (0.0004, -3.8400, 2.9660)  -0.7788
C (-0.4999, -2.7421, 3.9932)  -0.0056
O (-1.3180, -3.2280, 5.0400)  -0.5246
H (-0.8200, -4.1094, 2.3008)  0.2234
H (0.5213, -4.6729, 3.4384)  0.3584
H (0.5730, -3.2308, 2.2666)  0.1559
H (-0.9046, -1.9080, 3.4200)  -0.0789
H (0.4067, -2.3685, 4.4693)  0.3582
H (-0.7589, -3.6061, 5.7227)  0.3137
C (-2.4188, 2.5343, 2.1986)  -0.9806
C (-3.9171, 2.2398, 2.2971)  -0.2058
O (-4.3113, 2.1133, 3.6217)  -0.6032
H (-1.9360, 3.3219, 2.7772)  0.4429
H (-2.0581, 2.6027, 1.1723)  0.2628
H (-1.9132, 1.7498, 2.7616)  0.1908
H (-4.3297, 1.3562, 1.8102)  0.1232
H (-4.4342, 3.1843, 2.1280)  0.4398
H (-4.7309, 2.9574, 3.8037)  0.3138
C (0.9937, -5.3770, -3.9788)  -1.2228
C (0.9319, -3.8404, -4.1689)  0.0421
O (1.0487, -3.2056, -2.8925)  -0.0147
H (1.9678, -5.6477, -3.5714)  0.3276
H (0.8883, -5.8921, -4.9337)  0.3780
H (0.2301, -5.8413, -3.3546)  0.3465
H (0.0465, -3.4108, -4.6374)  0.3737
H (1.7149, -3.5008, -4.8469)  0.3335
H (0.6513, -2.3358, -2.9764)  0.3764
C (3.0593, 1.8199, 4.0909)  -1.4062
C (1.8756, 1.7765, 3.1234)  0.2568
O (2.3034, 1.3223, 1.8379)  -0.4684
H (2.9140, 1.8859, 5.1692)  0.3843
H (3.6569, 2.7138, 3.9124)  0.3340
H (3.7930, 1.0154, 4.0409)  0.3216
H (1.3940, 2.7478, 3.0101)  0.2401
H (1.0779, 1.0921, 3.4119)  0.1039
H (1.5393, 1.3101, 1.2568)  0.2025
C (-4.5419, -1.9465, 2.9052)  -0.4352
C (-5.3800, -1.0664, 3.7704)  -0.2493
O (-4.4289, -0.4952, 4.7005)  -0.5780
H (-3.9184, -2.6293, 3.4823)  0.1979
H (-3.8607, -1.3212, 2.3281)  -0.1794
H (-5.0530, -2.5635, 2.1661)  0.3895
H (-6.2045, -1.4388, 4.3784)  0.3146
H (-5.6894, -0.2972, 3.0628)  0.1591
H (-4.1902, 0.3656, 4.3487)  0.3886
C (5.2156, 0.6037, -2.9987)  -1.4237
C (3.9517, -0.0872, -2.5207)  0.4035
O (4.1844, -1.1929, -1.6799)  -0.5371
H (5.7867, 0.9637, -2.1429)  0.3229
H (5.0794, 1.4315, -3.6946)  0.3542
H (5.7771, -0.1541, -3.5450)  0.3718
H (3.3802, -0.4217, -3.3866)  0.2021
H (3.3409, 0.4351, -1.7844)  -0.0053
H (4.4954, -0.7931, -0.8645)  0.3472
C (-0.4753, 1.8591, -4.4350)  -0.9732
C (-0.7777, 0.6529, -5.3660)  -0.1867
O (-0.0144, -0.4292, -4.8456)  -0.4733
H (-1.1955, 1.9655, -3.6237)  0.2623
H (-0.7576, 2.7040, -5.0632)  0.4103
H (0.5106, 1.9773, -3.9856)  0.2175
H (-0.5192, 0.8341, -6.4093)  0.3302
H (-1.8016, 0.3009, -5.2403)  0.2275
H (-0.2332, -0.3622, -3.9133)  0.3895
C (1.9275, 5.0584, -1.6202)  -1.3770
C (1.9357, 3.5218, -1.3970)  0.5028
O (0.6814, 3.0618, -1.8986)  -0.4891
H (2.8775, 5.3597, -2.0616)  0.3637
H (1.6186, 5.6491, -0.7578)  0.3464
H (1.1798, 5.3551, -2.3556)  0.3307
H (2.1963, 3.3319, -0.3558)  0.0617
H (2.6869, 2.9998, -1.9897)  -0.0252
H (0.5452, 2.2784, -1.3607)  0.1617

Computed properties:
E_HOMO (spin up / spin down) (eV): -9.30 / -9.30
Gap between HOMO and LUMO (spin up / spin down) (hartree): 0.3410 / 0.1070
⟨S²⟩: 0.75
Energy relative to the best compared isomer or geometry (same formula, charge and spin) (kcal/mol): 46.68
Molecular weight (Da): 517.6
DFT total energy (eV): -59909.5384
2S+1: 2
Lowest unoccupied orbital energy (spin up / spin down) (eV): -0.019 / -6.387

No. 2
Formula: C10H18N4O5
Source: OMol25
Level of theory: ωB97M-V with the def2-TZVPD basis set

Each line ends with the Mulliken charge.
Positions of all 37 atoms, in Å:
C (-0.0113, 0.1783, -1.4030)  0.1882
C (-0.6645, 0.8593, -0.2331)  0.1924
C (0.6821, 1.0830, -2.3927)  -0.5475
C (-0.3697, 2.0992, -2.8747)  -0.1508
C (0.1688, 2.8354, -3.9951)  0.2718
C (-0.5477, -1.4219, 1.1078)  -0.2163
C (-1.9207, -2.1356, 1.1673)  0.0849
C (0.1889, -1.4256, 2.3991)  -0.4521
C (1.5170, -0.8239, 2.4275)  -0.2716
C (2.2900, -1.2607, 3.7354)  0.3779
H (-1.6806, -0.2850, -2.3842)  0.3012
H (-0.6251, -1.5276, -2.7310)  0.2358
H (0.6879, -0.4551, -0.8494)  0.1434
H (1.0612, 0.3012, -3.2567)  0.2155
H (1.4507, 1.7653, -1.9030)  0.2942
H (-1.4130, 1.7344, -3.1815)  0.0999
H (-0.4048, 2.9012, -1.9375)  0.2435
H (0.3463, 4.5906, -5.0320)  0.3248
H (-0.4391, 4.7044, -3.2939)  0.3266
H (-1.4185, 0.4043, 1.6728)  0.3343
H (0.0156, -1.7436, 0.2406)  0.8683
H (0.1594, -2.5990, 2.5396)  0.1360
H (-0.4826, -0.8327, 3.0988)  0.1912
H (2.0260, -1.0991, 1.4308)  0.2842
H (1.4249, 0.3058, 2.3829)  0.2368
H (4.3780, -1.2122, 3.1398)  0.2256
H (3.9773, -1.8338, 4.9513)  0.3491
H (-2.1708, -1.8567, -0.7263)  0.4452
N (-0.8930, -0.7787, -2.0041)  -0.5611
N (-0.3562, 4.1220, -4.3229)  -0.5891
N (-1.1520, -0.0307, 0.7606)  -0.1242
N (3.6410, -1.2384, 3.8499)  -0.5060
O (-0.7682, 2.1006, -0.1241)  -0.7042
O (1.0953, 2.3117, -4.5228)  -0.5526
O (-2.3779, -2.6514, 2.2058)  -0.5694
O (1.6083, -1.5751, 4.7689)  -0.6248
O (-2.5035, -2.3992, -0.0502)  -0.5011

Computed properties:
E_HOMO (eV): -9.69
Gap between HOMO and LUMO (hartree): 0.3643
Energy relative to the best compared isomer or geometry (same formula, charge and spin) (kcal/mol): 127.03
Molecular weight (Da): 274.3
DFT total energy (eV): -26857.1027
2S+1: 1
Lowest unoccupied orbital energy (eV): 0.223